Here is a structure of composition C14H38BGaIN2O5 in a non-equilibrium geometry from the OMol25 dataset. Energies are from ωB97M-V with the def2-TZVPD basis set.

Last column: Mulliken charge in e.
Cartesian coordinates (Å):
H -1.289 7.713 1.973  0.339
H 0.971 -5.946 -1.435  0.110
Ga -4.356 -1.312 0.657  0.142
H -1.280 -1.889 1.036  0.214
H 1.740 -4.155 -2.970  0.191
I -6.330 0.339 1.257  -0.536
H -1.386 5.519 1.701  0.163
H -0.831 6.846 4.301  0.405
H -1.068 -5.497 -0.552  0.294
C -1.186 -0.950 0.502  -0.118
N 0.247 5.559 3.073  -0.331
H -0.240 7.178 0.153  0.286
O -0.655 -4.055 -2.006  -0.378
C -0.503 3.598 1.799  -0.663
C -0.903 4.894 2.465  -0.167
H -4.254 -2.481 1.758  -0.241
H 0.028 -7.615 -4.593  0.277
H 0.711 -5.989 -4.418  0.278
H 3.875 -5.745 -1.658  0.400
H 1.669 2.339 0.985  0.276
H -2.403 -5.007 -1.618  0.225
H -1.397 3.070 1.466  0.264
H 0.233 -0.247 2.011  0.356
N 1.847 -5.462 -1.288  -0.337
H 2.826 -5.813 -3.957  0.338
H -2.859 1.509 -0.332  0.236
O 0.302 3.862 0.646  -0.369
H 0.507 -2.400 -1.781  0.339
O 0.668 8.304 1.654  -0.426
O -2.524 1.236 0.542  -0.309
H 0.027 2.948 2.500  0.397
H 0.942 -0.530 0.447  0.347
H -0.615 8.891 3.090  0.351
C 0.054 -0.153 0.946  -0.997
H 1.184 8.131 -0.303  0.288
C 2.857 -6.682 -3.289  -0.464
H 2.976 -7.192 -1.228  0.375
C -0.387 7.973 2.539  -0.473
H 3.775 -7.228 -3.526  0.348
O 1.793 -7.566 -3.587  -0.420
H 0.407 -3.410 -0.336  0.404
C 1.750 -4.129 -1.871  -0.203
H -1.876 -3.920 -0.326  0.143
H 0.992 5.605 2.391  0.109
H -1.045 -1.196 -0.550  0.098
C 2.932 -6.275 -1.821  -0.724
C 0.747 7.513 0.482  -0.544
B -2.566 -0.172 0.572  -0.145
H 2.615 -3.539 -1.554  0.396
H -0.091 0.887 0.684  0.179
H 2.120 3.580 -0.199  0.231
H -0.067 -6.794 -3.035  0.197
H 1.391 6.641 0.620  0.179
H -1.642 4.680 3.242  0.390
H 2.186 3.954 1.536  0.316
C -0.024 6.903 3.564  -0.716
C -1.536 -4.649 -1.066  -0.509
H 0.868 7.246 4.095  0.370
H -4.606 -1.945 -0.809  -0.220
C 0.561 -6.947 -3.916  -0.556
C 1.633 3.409 0.761  -0.658
C 0.482 -3.434 -1.426  -0.749

Summary:
* total charge: -1
* largest force on an atom: 1.1 eV Å⁻¹
* frontier orbital gap: 0.245 Eh

=====

Here is a structure of composition C14H38FN2O4V in a non-equilibrium geometry from the OMol25 dataset. Energies are from ωB97M-V with the def2-TZVPD basis set.

Last column: Mulliken charge in e.
Cartesian coordinates (Å):
H 13.180 -14.900 8.594  0.314
H 11.802 -12.916 1.538  0.352
H 13.999 -13.622 7.622  0.341
H 6.548 -12.525 2.769  0.290
H 8.526 -13.418 7.346  0.316
N 10.862 -12.538 3.976  -0.473
H 13.540 -7.772 12.058  0.294
H 9.952 -13.874 6.883  0.303
C 10.143 -12.650 8.310  0.285
C 10.536 -10.470 2.868  -0.935
H 14.437 -6.799 14.302  0.473
H 16.232 -8.679 12.411  0.365
H 9.477 -8.071 3.712  0.295
H 10.004 -10.764 2.008  0.478
H 6.168 -10.701 3.298  0.188
H 8.846 -13.639 9.662  0.490
H 16.464 -6.854 12.369  0.356
O 7.875 -11.927 5.345  -0.654
H 11.053 -9.524 2.636  0.392
C 5.723 -10.871 5.717  -1.197
H 13.316 -12.427 2.326  0.382
C 11.702 -12.726 7.840  -0.693
O 9.722 -10.226 3.988  0.049
H 12.324 -12.468 8.728  0.525
H 12.192 -10.896 4.004  0.267
C 6.220 -11.985 4.894  0.360
H 4.966 -12.008 3.230  0.437
H 13.616 -15.313 6.957  0.229
H 6.203 -10.963 6.685  0.296
C 15.770 -7.688 12.187  -1.354
O 12.017 -13.956 7.192  -0.355
H 14.126 -5.730 11.358  0.367
H 11.573 -13.219 4.272  0.284
H 15.810 -7.579 11.117  0.413
H 8.441 -9.018 4.821  0.189
H 9.916 -11.538 8.432  0.219
C 12.338 -12.045 2.022  -1.335
C 8.918 -9.040 3.892  -0.816
C 9.859 -13.451 9.438  -1.474
C 6.008 -11.788 3.453  -1.047
C 14.422 -7.277 12.554  0.566
H 10.418 -13.207 3.339  0.239
H 10.468 -14.393 9.451  0.264
C 14.090 -5.889 12.441  -1.575
H 12.424 -11.301 1.208  0.382
H 8.270 -9.142 3.011  0.336
H 6.036 -10.013 5.163  0.269
O 14.345 -7.667 13.965  -0.313
N 9.457 -13.039 7.122  -0.143
H 5.934 -12.879 5.409  0.360
C 11.581 -11.473 3.274  0.426
C 13.312 -14.499 7.614  -0.802
H 14.889 -5.172 12.813  0.439
F 9.526 -10.251 6.599  -0.649
V 9.393 -11.667 5.530  1.045
H 10.215 -12.884 10.306  0.354
H 4.636 -10.833 6.010  0.356
H 11.837 -11.951 7.032  0.258
H 13.163 -5.579 12.866  0.492
H 13.373 -7.608 14.068  0.479

Summary:
* total charge: +2
* multiplicity: 3
* <S²>: 2.008
* largest force on an atom: 12.3 eV Å⁻¹
* energy relative to the best compared isomer or geometry (same formula, charge and spin): 9.2 kcal per mole
* frontier orbital gap (spin up / spin down): 0.210 / 0.330 Eh

=====

Here is a structure of composition C14H39Ag2F3O24 in a non-equilibrium geometry from the OMol25 dataset. Energies are from ωB97M-V with the def2-TZVPD basis set.

Last column: Mulliken charge in e.
Cartesian coordinates (Å):
H -4.944 0.335 -1.626  0.232
C 4.217 -0.261 -3.055  -0.824
O 5.451 -2.269 -3.088  -0.565
H -0.620 2.940 -3.857  0.215
C 3.163 -2.461 -3.541  0.508
O 0.322 -6.341 -1.495  -0.567
H 0.982 -2.370 -3.630  0.525
H 0.193 3.591 -2.758  0.184
C 1.884 -1.795 -3.482  -0.498
Ag -0.871 1.055 0.822  0.795
H 1.728 5.431 -1.049  0.321
O 2.552 5.120 -0.673  -0.678
H 1.669 -0.435 3.965  0.268
O 2.751 1.687 -2.764  -0.626
H -0.923 -4.341 -1.013  0.454
C 1.728 1.644 0.811  0.481
H -3.882 3.273 3.198  0.369
O 0.023 -1.856 -0.204  0.633
C 2.362 -5.282 -0.965  0.408
H -2.477 3.762 3.478  0.371
O -1.644 1.128 -1.246  0.074
O 0.925 2.427 0.253  0.040
H -1.484 -0.582 -3.009  0.313
H 2.048 -1.158 0.368  0.112
F -2.343 -0.624 1.468  -0.203
H -3.184 2.564 1.481  0.073
H 5.297 -3.170 -2.792  0.378
H -2.158 0.466 5.517  0.269
O 3.295 -3.663 -3.837  -0.650
H 0.651 1.066 -2.887  0.152
H -0.396 -2.396 1.870  0.117
O -3.047 -2.183 -0.833  -0.733
H -6.118 -2.099 1.408  0.266
O -2.113 -1.252 -3.278  -0.701
H -0.078 -2.041 3.307  0.469
H -1.837 0.627 4.046  0.436
H -2.572 -1.562 -0.281  0.202
H -2.563 0.985 -1.473  0.143
O 2.755 -1.754 0.110  -0.467
O -4.201 0.886 -1.380  -0.531
H -1.324 1.737 -1.912  0.171
O -3.389 4.051 3.459  -0.670
H -2.571 3.692 0.679  0.209
H -2.438 -1.619 -2.456  0.421
O -2.479 2.757 0.862  -0.155
H 0.003 4.298 4.463  0.312
C 0.939 -5.234 -1.055  0.534
C 0.125 -4.194 -0.796  -1.071
O 1.349 0.485 1.140  -0.510
O -0.289 2.792 -2.971  -0.520
H 3.105 3.310 1.031  0.412
H 0.293 4.155 0.286  0.151
C 2.924 0.453 -3.060  0.705
O 0.601 0.125 -3.067  -0.453
H -4.600 1.688 -1.041  0.244
F -4.545 1.651 2.505  -0.475
H -5.466 -0.908 0.738  0.311
H 0.940 -7.067 -1.604  0.325
C 3.084 2.237 1.221  -1.449
H 3.938 -3.973 -0.618  0.554
F -0.764 1.548 3.026  -0.529
O 3.107 -6.218 -1.276  -0.666
H 5.194 0.144 -2.836  0.420
O -0.112 4.972 0.575  -0.657
H 0.353 0.275 3.730  0.194
O -0.677 3.691 4.754  -0.704
C 4.300 -1.608 -3.283  0.522
H 0.264 5.134 1.441  0.323
H -0.606 2.946 4.156  0.284
Ag -3.975 -0.585 3.171  0.681
H 3.387 1.972 2.234  0.334
C 2.866 -4.074 -0.538  -0.303
H 2.384 4.203 -0.452  0.277
O 0.722 -0.559 4.021  -0.678
O -5.390 -1.483 1.500  -0.481
C 1.815 -0.483 -3.233  0.307
C 0.698 -2.863 -0.310  0.510
O -0.454 -2.734 2.764  -0.743
H 3.816 1.717 0.603  0.327
O -2.523 0.327 4.643  -0.587
C 2.157 -2.965 -0.148  0.032
H -3.307 -2.885 -0.237  0.327

Summary:
* multiplicity: 3
* <S²>: 2.013
* largest force on an atom: 5.0 eV Å⁻¹
* frontier orbital gap (spin up / spin down): 0.269 / 0.130 Eh

=====

Here is a structure of composition C14H39BCl2HfO14S4 in a non-equilibrium geometry from the OMol25 dataset. Energies are from ωB97M-V with the def2-TZVPD basis set.

Last column: Mulliken charge in e.
Cartesian coordinates (Å):
H 7.216 -1.778 16.285  0.269
H 6.006 -4.356 19.316  0.205
H 7.737 6.722 17.073  0.306
H -0.671 1.159 15.622  0.380
H 6.004 1.606 12.962  0.339
H 1.116 1.026 15.378  0.310
H 9.059 3.264 18.081  0.385
H 6.775 2.585 14.151  0.168
B 3.094 3.031 19.590  1.210
O 5.582 1.481 20.939  -0.709
H 8.744 4.577 16.833  0.446
O 6.314 5.166 17.131  -0.201
O -0.103 2.123 18.162  -0.354
O 2.064 0.743 18.046  -0.293
C 8.091 -1.598 16.910  -0.973
H 2.224 3.665 19.665  -0.296
Cl 4.049 2.123 16.106  -0.517
O 6.643 0.729 17.383  0.128
Hf 4.413 1.076 18.695  0.869
C 4.064 -3.874 20.298  -0.067
C 6.663 6.538 17.044  -0.304
C -0.845 3.822 16.574  -1.302
O 9.120 0.677 17.786  -0.653
C 0.246 0.648 15.916  -1.026
S 0.608 0.698 17.760  1.050
H 1.113 3.075 16.677  0.161
C 8.394 3.665 17.316  -0.708
H -0.696 4.897 16.481  0.425
H 0.886 4.041 17.972  0.451
C 7.237 0.433 14.406  -0.030
O 6.220 -0.077 19.881  -0.611
O -0.239 -0.427 18.295  -0.666
H 3.932 3.340 20.194  -0.196
H 2.162 -0.413 23.103  0.402
H 4.894 7.130 18.077  0.286
H 7.068 -0.893 22.308  0.318
H 7.006 0.660 23.021  0.357
H 6.324 6.788 16.039  0.342
C 2.940 -1.124 22.824  -1.017
H 8.171 2.955 16.519  -0.048
H -0.857 3.453 15.548  0.313
H 6.070 -4.474 21.089  0.325
S 6.954 4.182 18.325  1.004
H 2.908 2.014 19.901  -0.239
H 3.978 -0.890 23.058  0.256
H -1.731 3.778 17.208  0.299
S 2.859 -1.633 20.991  0.899
S 7.966 0.221 17.018  0.925
O 8.170 0.680 15.389  -0.356
H 7.982 -2.029 17.905  0.296
O 1.626 -2.422 20.738  -0.637
C 6.398 0.579 20.907  1.066
Cl 4.479 -1.382 17.467  -0.538
H 8.285 0.285 21.819  0.361
H 0.031 -0.375 15.606  0.397
O 6.109 2.966 18.536  -0.226
O 7.331 4.915 19.488  -0.655
H 6.375 -0.073 14.841  0.253
C 0.331 3.294 17.404  -0.098
H 5.346 -5.639 20.142  0.407
O 3.273 -0.451 20.197  -0.553
H 3.530 2.989 18.605  -0.027
H 3.329 -4.575 20.695  0.341
H 6.412 7.447 19.067  0.286
H 8.970 -1.815 16.302  0.442
H 2.543 -1.995 23.347  0.430
C 5.932 7.463 18.088  -1.131
C 5.423 -4.554 20.215  -1.226
H 3.736 -3.691 19.275  0.270
C 7.234 0.160 22.079  -1.484
O 4.111 -2.644 21.037  -0.169
H 7.700 1.841 12.803  0.374
H 5.780 8.507 17.811  0.420
C 6.919 1.688 13.548  -1.164
H 7.679 -0.324 13.759  0.305

Summary:
* largest force on an atom: 5.6 eV Å⁻¹
* frontier orbital gap: 0.344 Eh